C48H38BrGeIN7O2PV as an isolated structure. Source: the OMol25 dataset; level of theory: ωB97M-V with the def2-TZVPD basis set.

Last column: Löwdin spin population.
Atoms and positions in Å:
V (-0.18151, 0.72431, -0.06878)  1.018
Br (-3.70279, 2.34152, 1.34532)  0.001
C (-3.45238, 0.53174, 0.91659)  0.001
C (-4.46650, -0.36507, 1.22504)  -0.003
C (-4.31309, -1.69351, 0.87294)  0.002
C (-3.17241, -2.09087, 0.19063)  -0.003
C (-2.24169, -1.12154, -0.09634)  0.004
N (-2.33242, 0.16679, 0.29716)  0.001
C (-1.02196, -1.41780, -0.90591)  -0.009
O (-0.40831, -2.45886, -0.88926)  -0.022
O (-0.68028, -0.39175, -1.75382)  -0.003
H (-5.35590, -0.01179, 1.72847)  0.000
H (-5.09306, -2.40789, 1.11355)  0.000
H (-2.99854, -3.11003, -0.12791)  0.000
N (2.48688, -1.38017, -0.59805)  0.002
C (2.78099, -0.11119, -0.89746)  0.001
N (4.03573, 0.18492, -1.19555)  0.000
C (4.27024, 1.45259, -1.52546)  0.000
N (5.52999, 1.84627, -1.68842)  -0.001
N (3.30009, 2.38099, -1.75697)  0.001
C (2.10551, 1.99775, -1.41358)  0.001
N (1.78116, 0.81554, -0.84948)  0.005
C (0.95586, 2.88225, -1.72871)  0.001
C (1.12167, 4.07846, -2.39617)  0.001
C (-0.00898, 4.80956, -2.73116)  -0.001
C (-1.25600, 4.32326, -2.37496)  0.001
C (-1.33551, 3.12495, -1.68962)  0.002
N (-0.25156, 2.40376, -1.37809)  0.006
H (3.24798, -2.03755, -0.64022)  0.000
H (1.54226, -1.74485, -0.65163)  0.001
H (6.27851, 1.18729, -1.56916)  0.000
H (5.72437, 2.78304, -1.99155)  0.000
H (2.12171, 4.40584, -2.64732)  0.000
H (0.08515, 5.74954, -3.25833)  0.000
H (-2.16281, 4.86384, -2.61458)  0.000
H (-2.28628, 2.72968, -1.36094)  0.001
I (0.01537, 2.96496, 1.66606)  -0.001
C (-0.77152, 2.59387, 3.55890)  -0.001
C (-1.49636, 3.65058, 4.03359)  0.000
C (-1.99272, 3.65336, 5.34745)  0.000
C (-1.68151, 2.60976, 6.16060)  0.000
C (-0.91262, 1.51578, 5.69423)  0.000
C (-0.54798, 0.52196, 6.63245)  0.000
C (0.23920, -0.52150, 6.26264)  0.000
C (0.59603, -0.64989, 4.91118)  0.000
C (0.22725, 0.24921, 3.93357)  0.000
P (0.65280, -0.41504, 2.24829)  0.001
C (2.46725, -0.57436, 2.38308)  0.000
C (3.21582, 0.56091, 2.06334)  0.000
C (4.59664, 0.55999, 2.19659)  0.000
C (5.24942, -0.58112, 2.63995)  0.000
C (4.51438, -1.71212, 2.96406)  0.000
C (3.13092, -1.70996, 2.84348)  0.000
C (-0.08789, -2.08047, 2.35014)  0.000
C (-1.34594, -2.22784, 2.94090)  0.000
C (-1.97905, -3.46144, 2.95154)  0.000
C (-1.37093, -4.56393, 2.36379)  0.000
C (-0.13835, -4.42028, 1.74566)  0.000
C (0.49390, -3.18393, 1.72907)  0.000
C (-0.47630, 1.43623, 4.33407)  0.000
H (-1.67438, 4.51295, 3.40138)  0.000
H (-2.57290, 4.49456, 5.70516)  0.000
H (-2.00151, 2.60139, 7.19707)  0.000
H (-0.88630, 0.63267, 7.65679)  0.000
H (0.56046, -1.26770, 6.97901)  0.000
H (1.15501, -1.53347, 4.63586)  0.000
H (2.71890, 1.45799, 1.72319)  0.000
H (5.16334, 1.45345, 1.95580)  0.000
H (6.32795, -0.58805, 2.74397)  0.000
H (5.01570, -2.60247, 3.32370)  0.000
H (2.58423, -2.59948, 3.12295)  0.000
H (-1.82889, -1.38334, 3.42031)  0.000
H (-2.94554, -3.56451, 3.43468)  0.000
H (-1.85770, -5.53213, 2.38835)  0.000
H (0.33558, -5.27224, 1.27072)  0.000
H (1.44245, -3.08534, 1.21917)  0.000
Ge (-1.63726, 0.00060, -3.34798)  0.000
C (-2.28569, -1.70516, -3.90690)  0.000
C (-1.46576, -2.60285, -4.59250)  0.000
C (-1.95302, -3.84741, -4.96117)  0.000
C (-3.26109, -4.20151, -4.65033)  0.000
C (-4.08786, -3.31326, -3.97272)  0.000
C (-3.59900, -2.06921, -3.60077)  0.000
C (-0.20623, 0.82769, -4.32170)  0.000
C (-0.44624, 1.92913, -5.14249)  0.000
C (0.58934, 2.50322, -5.87078)  0.000
C (1.87164, 1.97725, -5.78391)  0.000
C (2.12018, 0.87501, -4.97327)  0.000
C (1.08611, 0.30090, -4.24707)  0.000
H (-2.76581, 0.92592, -2.88269)  0.000
H (-0.44750, -2.33302, -4.85462)  0.000
H (-1.31688, -4.54090, -5.49896)  0.000
H (-3.64089, -5.17187, -4.94704)  0.000
H (-5.11231, -3.58549, -3.74716)  0.000
H (-4.25657, -1.37264, -3.08810)  0.000
H (-1.44350, 2.35453, -5.22207)  0.000
H (0.39241, 3.35574, -6.51163)  0.000
H (2.67681, 2.41955, -6.35936)  0.000
H (3.11918, 0.45622, -4.91799)  0.000
H (1.28971, -0.56244, -3.62188)  0.000

Its charge is +2. The expectation value of S² is 0.7671. The value obtained for the HOMO-LUMO gap (spin up / spin down) is 7.40 / 6.72 eV. As for the multiplicity: 2. The calculation puts the energy above the lowest of the compared OMol25 structures with the same formula, charge and spin at 0.256 eV.

A 6-piece molecular cluster, C48H38F3IN2O22S2 overall. Source: the OMol25 dataset; level of theory: ωB97M-V with the def2-TZVPD basis set.

Last column: Mulliken charge in e.
Atoms and positions in Å:
N (3.77998, 1.28330, 5.54400)  -0.418
C (2.78009, 2.36269, 5.69322)  -0.921
C (1.32326, 1.80940, 5.76468)  0.238
O (0.92044, 1.89702, 7.13879)  -0.607
C (0.36183, 2.65603, 4.89393)  -1.443
C (-0.40022, 1.89082, 3.81980)  0.301
C (0.20381, 1.07692, 2.86524)  0.874
S (1.98471, 0.87773, 2.82854)  -0.117
C (-0.54369, 0.39190, 1.91837)  0.567
C (0.08710, -0.53964, 0.88971)  -1.330
C (0.40059, -1.90388, 1.59412)  -0.262
O (1.73907, -2.27360, 1.28088)  -0.342
C (-0.59835, -3.01297, 1.25997)  0.560
F (-0.23661, -3.76706, 0.21760)  -0.210
F (-0.73498, -3.84866, 2.31901)  -0.316
F (-1.83166, -2.52503, 1.02890)  -0.256
C (-1.91546, 0.53690, 1.88124)  -0.666
C (-2.53724, 1.33207, 2.80377)  -1.463
C (-1.78133, 1.98511, 3.75669)  0.317
S (-2.72443, 2.95703, 4.93618)  -0.391
C (-4.12008, 1.86235, 5.17467)  1.186
C (-4.68117, 1.65656, 6.41303)  -1.198
C (-5.73278, 0.76755, 6.49376)  -0.124
C (-6.20415, 0.12683, 5.37744)  -0.379
C (-5.64509, 0.34826, 4.14244)  -0.097
I (-6.32588, -0.59159, 2.38244)  0.087
C (-4.57256, 1.22277, 4.03928)  -0.386
N (-3.96718, 1.47556, 2.76832)  -0.162
H (4.67973, 1.63267, 5.84917)  0.246
H (3.50711, 0.46701, 6.07890)  0.179
H (2.91478, 3.02492, 4.82911)  0.197
H (2.97158, 2.99178, 6.57575)  0.436
H (1.32172, 0.75406, 5.46103)  0.445
H (1.52105, 1.34100, 7.64771)  0.354
H (-0.31719, 3.14693, 5.59782)  0.510
H (0.88531, 3.47034, 4.37883)  0.475
H (2.31256, 1.68592, 1.79082)  0.158
H (-0.62577, -0.70828, 0.07887)  0.567
H (1.02174, -0.12987, 0.51155)  0.387
H (0.35656, -1.72748, 2.67356)  0.593
H (2.27752, -2.20998, 2.07621)  0.290
H (-2.51757, 0.01152, 1.14664)  0.508
H (-4.30472, 2.14739, 7.30543)  0.431
H (-6.22013, 0.52418, 7.43420)  0.366
H (-7.02397, -0.58352, 5.43320)  0.405
H (-4.13677, 2.45181, 2.51352)  0.322
O (3.02810, -1.31551, -4.71922)  -0.787
C (2.79518, -2.41276, -4.23740)  0.469
C (3.18971, -3.65428, -4.87824)  -1.075
C (2.88996, -4.82807, -4.30539)  0.302
O (3.23056, -5.99357, -4.84949)  -0.596
C (2.14448, -4.90198, -3.00358)  1.226
O (1.88670, -5.99651, -2.54416)  -0.655
C (1.77092, -3.65061, -2.35561)  -0.668
C (2.07438, -2.48291, -2.92800)  0.430
O (1.75156, -1.30864, -2.36560)  -0.444
H (3.72380, -3.58439, -5.81611)  0.605
H (2.89525, -6.67861, -4.23949)  0.354
H (1.25262, -3.71193, -1.41388)  0.351
H (2.07591, -0.61943, -2.97557)  0.294
O (-0.15512, 1.01079, -4.74993)  -0.686
C (-0.58020, 0.20351, -5.55646)  0.833
C (0.22901, -0.86971, -6.11169)  -0.408
C (-0.29658, -1.71565, -7.00661)  0.106
O (0.40575, -2.71492, -7.53976)  -0.542
C (-1.71886, -1.58974, -7.46849)  0.827
O (-2.13337, -2.37768, -8.29747)  -0.625
C (-2.53609, -0.52887, -6.89546)  -0.995
C (-2.01044, 0.31419, -5.99764)  0.296
O (-2.71806, 1.29807, -5.44379)  -0.564
H (1.25153, -0.94731, -5.77310)  0.740
H (-0.20279, -3.17026, -8.15258)  0.365
H (-3.56385, -0.45802, -7.22248)  0.424
H (-2.10604, 1.75611, -4.83681)  0.353
O (-9.67811, 7.43529, 6.80797)  -0.618
C (-9.25164, 6.35098, 6.45674)  1.056
C (-7.98241, 5.80569, 6.91323)  -0.922
C (-7.56363, 4.61077, 6.47436)  0.417
O (-6.40824, 4.07795, 6.87172)  -0.577
C (-8.37678, 3.80183, 5.50382)  0.821
O (-7.93936, 2.73348, 5.12364)  -0.367
C (-9.65833, 4.33857, 5.06565)  -1.094
C (-10.07550, 5.53054, 5.50889)  0.336
O (-11.23996, 6.06177, 5.13824)  -0.571
H (-7.40637, 6.39904, 7.60921)  0.442
H (-6.33133, 3.21191, 6.41681)  0.267
H (-10.24210, 3.73996, 4.38062)  0.434
H (-11.29714, 6.92174, 5.59675)  0.355
O (4.46242, -1.11917, -7.15762)  -0.496
C (4.47537, -0.19074, -7.93958)  1.016
C (4.90214, -0.30547, -9.32754)  -1.122
C (4.90187, 0.77386, -10.11932)  0.389
O (5.28129, 0.72230, -11.39601)  -0.575
C (4.47198, 2.12174, -9.61607)  1.026
O (4.51257, 3.06663, -10.38276)  -0.622
C (4.02296, 2.23034, -8.23684)  -0.846
C (4.01925, 1.14947, -7.44379)  0.375
O (3.61436, 1.19313, -6.17739)  -0.539
H (5.21165, -1.28027, -9.67735)  0.441
H (5.18871, 1.63254, -11.73667)  0.354
H (3.69895, 3.20196, -7.89159)  0.443
H (3.70711, 0.28115, -5.82597)  0.273
O (8.59950, -3.27258, 0.85572)  -0.621
C (7.42101, -3.43606, 0.59870)  1.017
C (6.44970, -2.35314, 0.58176)  -0.851
C (5.16041, -2.60142, 0.30856)  0.351
O (4.25196, -1.62294, 0.28598)  -0.455
C (4.68017, -3.99513, 0.01086)  0.994
O (3.50305, -4.16993, -0.22614)  -0.345
C (5.65917, -5.07491, 0.00440)  -1.218
C (6.94412, -4.82080, 0.27806)  0.367
O (7.87518, -5.77434, 0.28215)  -0.584
H (6.81104, -1.35757, 0.79790)  0.481
H (3.38347, -2.03874, 0.07852)  0.075
H (5.30352, -6.06876, -0.22949)  0.498
H (8.71242, -5.32673, 0.50954)  0.353

Its charge is 0. The value obtained for the HOMO-LUMO gap is 7.05 eV. As for the multiplicity: 1. As for the structure (SMILES): NC[C@@H](O)Cc1c(S)c(C[C@H](O)C(F)(F)F)cc2c1Sc1cccc(I)c1N2.O=C1C=C(O)C(=O)C=C1O.O=C1C=C(O)C(=O)C=C1O.O=C1C=C(O)C(=O)C=C1O.O=C1C=C(O)C(=O)C=C1O.O=C1C=C(O)C(=O)C=C1O.

Across the entries above, E_tot takes the values -8619.39335 -5010.36558 Ha, respectively.
Across the entries above, molar mass takes the values 1106.22 1242.86 g mol⁻¹, respectively.